{"formula": "C13H13F3O21Pb", "method": "ωB97M-V with the def2-TZVPD basis set", "multiplicity": 1, "homo_energy_ha": -0.0725, "total_charge": -2, "lumo_energy_ev": 1.69, "relative_energy_ev": 4.736, "total_energy_ev": -70083.836, "max_force_ev_per_a": 6.77, "elements": ["Pb", "O", "C", "O", "O", "H", "O", "C", "O", "O", "H", "O", "C", "O", "O", "H", "O", "C", "O", "O", "H", "C", "C", "O", "C", "O", "O", "F", "H", "H", "H", "C", "C", "O", "C", "O", "O", "F", "H", "H", "H", "C", "C", "O", "C", "O", "O", "F", "H", "H", "H"], "positions_angstrom": [[0.8180, -0.7941, 2.0731], [-1.8241, 0.3479, 7.3450], [-0.6376, -0.3187, 7.1924], [-0.0480, -0.7150, 8.2067], [-0.2946, -0.7175, 6.0633], [-1.8746, 0.4497, 8.2982], [3.1974, 1.3121, 3.8157], [4.0318, 0.3923, 4.3157], [3.9170, -0.7327, 3.8656], [4.6445, 0.7399, 5.3457], [3.4285, 1.8291, 4.5908], [4.4328, -4.0923, -1.6672], [3.9142, -3.7408, -0.5069], [3.0883, -2.8766, -0.4349], [4.2912, -4.3296, 0.5068], [3.9745, -3.4431, -2.2057], [-0.4434, -6.2998, 2.7075], [-0.1937, -5.0038, 2.8892], [-0.9203, -4.1316, 2.4047], [0.9292, -4.7084, 3.3001], [-1.1258, -5.9834, 2.1110], [1.3725, 3.0389, -4.9858], [1.9755, 1.6992, -5.1389], [2.6735, 1.5662, -3.8624], [1.8719, 2.1197, -2.9292], [1.8452, 1.8853, -1.6881], [1.0655, 2.9617, -3.5977], [2.7511, 1.6862, -6.1339], [0.3975, 2.9786, -5.4694], [2.0651, 3.8665, -5.1390], [1.3714, 0.8088, -5.3135], [-3.2416, 5.6617, -0.1898], [-3.7378, 6.0405, 1.2383], [-2.9449, 5.0503, 1.9626], [-2.6508, 3.9732, 1.2353], [-2.0711, 2.9876, 1.6775], [-2.9856, 4.2465, -0.0702], [-4.9941, 5.6340, 1.3412], [-2.3144, 6.1824, -0.4292], [-3.9882, 6.0279, -0.8945], [-3.5972, 7.0661, 1.5796], [-1.2941, -3.3977, -4.0675], [-2.5011, -3.9376, -3.4482], [-2.3720, -3.4383, -2.1533], [-1.8306, -2.1943, -2.3448], [-1.5415, -1.4431, -1.5035], [-1.3576, -2.1005, -3.5480], [-2.3560, -5.2819, -3.4958], [-1.1533, -3.4137, -5.1482], [-0.3754, -3.8735, -3.7244], [-3.3872, -3.5845, -3.9757]], "forces_ev_per_angstrom": [[1.4905, -1.7673, 1.5157], [-0.5687, 0.9437, -0.2078], [1.4766, -3.1791, -0.6288], [-0.2395, 1.0927, 1.7691], [-0.6678, 1.3030, -1.6280], [-0.0481, 0.0173, 0.2292], [-0.9007, 1.6879, -0.9238], [0.2397, -2.2144, 2.1579], [-0.3825, -2.2901, -2.1104], [0.7539, 0.7115, -0.2563], [-0.8853, 2.1809, 0.3236], [0.7103, -0.1648, -2.8999], [1.6161, -2.8684, 5.5327], [-4.2534, 4.9177, -1.8972], [1.4689, -1.5030, 0.1088], [0.0958, 0.0552, -0.9046], [-1.7059, -0.7172, -0.3546], [5.7692, 2.8622, 0.8400], [-3.5330, 1.0304, -1.3576], [1.0428, -0.2445, 1.5587], [-1.5717, -1.8296, -1.0487], [-1.6632, -1.0090, 1.4526], [-0.8221, -0.6735, 2.7203], [0.2824, -1.0606, -0.3350], [0.0258, -0.9821, 4.0701], [0.2095, 1.2441, -5.7272], [-1.2776, 1.2718, 1.6340], [4.1297, 0.0026, -3.6026], [0.2339, 1.1032, -0.4345], [-0.2316, -0.1142, -0.5987], [-0.9329, 0.2011, 0.9073], [0.0202, 0.9194, 1.1676], [2.6478, -2.7321, -1.4017], [-0.6543, 1.8981, 1.5444], [1.8286, -1.6954, 0.2201], [-2.0393, 2.6257, -1.7228], [-0.2244, 0.2017, -0.2905], [-1.7400, 0.2695, 0.3939], [0.1722, -0.1091, 0.1116], [-0.1372, -1.0948, -0.3194], [0.1719, -0.3434, 0.2766], [1.8109, 0.2501, -1.5613], [0.7524, -1.4323, -0.9058], [-1.3517, 0.3779, 0.1802], [1.3759, -1.6249, 1.7276], [-0.7528, 1.8015, 2.0168], [0.7963, 1.6238, -2.7593], [-1.0175, -0.5752, 0.5349], [-0.8328, 0.3240, -0.0749], [-0.1500, -0.2944, 0.5995], [-0.5373, -0.3978, 0.3582]]}